{"formula": "C38H84BBrIN3O14PS", "method": "wB97M-V/def2-TZVPD", "molar_mass_g_mol": 1087.76, "gap_ev": 8.87, "total_energy_ha": -6351.792164, "lumo_energy_ev": -2.43, "total_charge": 1, "symbols": ["C", "C", "C", "C", "C", "C", "C", "C", "P", "O", "O", "C", "C", "O", "C", "C", "C", "C", "C", "O", "N", "C", "C", "N", "C", "O", "C", "Br", "I", "C", "N", "C", "S", "C", "C", "C", "B", "O", "O", "H", "H", "H", "H", "H", "H", "H", "H", "H", "H", "H", "H", "H", "H", "H", "H", "H", "H", "H", "H", "H", "H", "H", "H", "H", "H", "H", "H", "H", "H", "H", "H", "H", "H", "H", "H", "H", "H", "H", "H", "H", "H", "C", "C", "O", "H", "H", "H", "H", "H", "H", "C", "C", "O", "H", "H", "H", "H", "H", "H", "C", "C", "O", "H", "H", "H", "H", "H", "H", "C", "C", "O", "H", "H", "H", "H", "H", "H", "C", "C", "O", "H", "H", "H", "H", "H", "H", "C", "C", "O", "H", "H", "H", "H", "H", "H", "C", "C", "O", "H", "H", "H", "H", "H", "H"], "xyz": [[3.004, 3.164, 0.022], [2.590, 2.123, 0.441], [2.115, 0.829, 1.003], [0.882, 0.308, 0.230], [-0.414, 0.393, 1.058], [-0.317, 0.221, 2.609], [-0.184, 1.570, 3.374], [-1.443, 2.476, 3.280], [-1.271, 3.878, 2.131], [-1.819, 3.585, 0.787], [0.283, 4.278, 2.008], [0.542, 5.612, 1.524], [0.552, 5.709, -0.028], [-2.105, 5.093, 2.835], [-3.189, 5.617, 2.042], [-2.746, 6.586, 0.939], [-1.694, -0.436, 0.553], [-2.902, 0.415, 0.981], [-4.273, 0.157, 0.333], [-5.061, -0.673, 0.691], [-4.612, 1.034, -0.754], [-5.076, 2.316, -0.194], [-5.731, 0.488, -1.539], [-1.579, -1.776, 1.154], [-2.589, -2.312, 1.604], [-3.510, -2.743, 2.154], [-1.456, -0.635, -0.962], [-1.609, 0.988, -2.037], [-2.882, -2.041, -1.885], [-0.161, -1.448, -1.200], [1.130, -0.910, -0.615], [1.694, -2.064, 0.176], [2.227, -3.498, -0.799], [0.987, -4.818, -0.614], [1.378, -5.912, -1.650], [1.933, -0.584, -1.846], [3.497, -0.297, -1.718], [3.993, 0.688, -2.530], [4.396, -0.985, -0.896], [3.562, 4.024, -0.265], [3.003, 0.189, 0.948], [1.994, 1.024, 2.069], [0.766, 1.054, -0.564], [-0.737, 1.438, 0.946], [0.580, -0.358, 2.867], [-1.198, -0.222, 3.077], [0.696, 2.157, 3.090], [-0.081, 1.291, 4.432], [-2.389, 1.963, 3.108], [-1.544, 2.961, 4.276], [1.583, 5.847, 1.824], [-0.080, 6.390, 1.971], [1.589, 5.610, -0.366], [-0.056, 4.936, -0.500], [0.254, 6.730, -0.287], [-3.871, 4.849, 1.668], [-3.784, 6.228, 2.734], [-2.385, 6.065, 0.050], [-2.015, 7.288, 1.351], [-3.592, 7.203, 0.607], [-3.069, 0.294, 2.060], [-2.745, 1.494, 0.850], [-5.226, 3.055, -0.990], [-4.344, 2.756, 0.494], [-6.053, 2.197, 0.304], [-5.479, -0.497, -1.931], [-6.655, 0.479, -0.945], [-5.893, 1.185, -2.371], [-0.367, -2.469, -0.887], [-0.134, -1.523, -2.289], [0.898, -2.420, 0.842], [2.528, -1.803, 0.824], [0.980, -5.238, 0.396], [-0.035, -4.508, -0.862], [0.508, -6.390, -2.097], [1.928, -5.385, -2.445], [2.077, -6.629, -1.213], [1.923, -1.421, -2.560], [1.487, 0.251, -2.396], [4.751, 1.122, -2.123], [4.724, -0.352, -0.244], [4.826, -5.749, -4.709], [4.549, -6.977, -3.862], [4.612, -6.661, -2.474], [5.810, -5.340, -4.478], [4.788, -5.990, -5.772], [4.093, -4.964, -4.501], [5.291, -7.751, -4.055], [3.557, -7.386, -4.088], [3.950, -5.985, -2.302], [-0.762, -0.674, 7.968], [-1.061, -0.064, 6.613], [0.039, -0.253, 5.714], [0.135, -0.226, 8.397], [-1.594, -0.524, 8.657], [-0.574, -1.747, 7.877], [-1.228, 1.009, 6.705], [-1.957, -0.517, 6.175], [0.183, -1.200, 5.623], [-0.520, -3.228, -6.163], [-0.759, -4.459, -5.311], [-0.762, -4.124, -3.923], [0.433, -2.763, -5.902], [-0.508, -3.481, -7.224], [-1.301, -2.485, -5.989], [0.031, -5.193, -5.468], [-1.716, -4.924, -5.564], [-1.468, -3.483, -3.779], [-5.992, -3.093, -5.966], [-4.898, -3.626, -5.064], [-3.845, -2.666, -4.917], [-5.589, -2.846, -6.949], [-6.791, -3.825, -6.088], [-6.420, -2.175, -5.554], [-4.459, -4.529, -5.487], [-5.298, -3.868, -4.073], [-4.229, -1.870, -4.535], [3.612, 8.558, 5.022], [2.992, 8.451, 3.643], [2.754, 7.085, 3.295], [4.553, 8.007, 5.061], [3.803, 9.599, 5.286], [2.953, 8.122, 5.777], [3.660, 8.867, 2.890], [2.043, 8.997, 3.603], [2.156, 6.718, 3.955], [-4.852, 3.996, 6.431], [-3.808, 3.263, 7.251], [-2.506, 3.437, 6.689], [-4.852, 3.634, 5.401], [-5.849, 3.858, 6.852], [-4.633, 5.066, 6.395], [-4.016, 2.194, 7.268], [-3.799, 3.629, 8.282], [-2.315, 4.380, 6.683], [8.481, -7.572, -6.774], [9.216, -6.272, -6.505], [8.510, -5.476, -5.556], [7.476, -7.371, -7.148], [9.014, -8.179, -7.508], [8.372, -8.152, -5.854], [9.304, -5.687, -7.420], [10.222, -6.470, -6.123], [8.440, -5.987, -4.743]], "mulliken_charge": [-0.184, -1.255, 0.026, -0.787, 1.075, -1.649, -0.805, -0.335, 0.802, -0.719, -0.451, -0.095, -1.160, -0.406, 0.032, -1.016, 1.355, 1.150, -1.093, -0.608, 0.501, -0.786, -0.985, -0.534, 0.675, -0.462, -0.991, 0.073, 0.082, -0.766, 1.527, -0.562, -0.110, 0.021, -1.203, -1.297, 0.399, -0.593, -0.530, 0.570, 0.385, 0.470, 0.560, -0.585, 0.281, 0.710, 0.506, 0.337, 0.252, 0.355, 0.407, 0.327, 0.333, 0.149, 0.371, 0.038, 0.391, 0.144, 0.252, 0.512, 0.903, -1.013, 0.433, -0.046, 0.381, 0.206, 0.361, 0.366, -0.033, 0.489, 0.547, 0.454, 0.519, 0.122, 0.373, 0.080, 0.404, 0.507, 0.244, 0.310, 0.361, -0.871, -0.246, -0.528, 0.253, 0.308, 0.273, 0.323, 0.228, 0.282, -1.321, 0.160, -0.519, 0.327, 0.369, 0.379, 0.117, 0.182, 0.274, -1.037, -0.213, -0.285, 0.265, 0.397, 0.203, 0.400, 0.197, -0.046, -1.137, -0.168, -0.302, 0.286, 0.367, 0.318, 0.294, 0.223, 0.200, -1.054, -0.308, -0.401, 0.263, 0.348, 0.341, 0.306, 0.266, 0.219, -1.003, -0.266, -0.452, 0.202, 0.364, 0.318, 0.270, 0.317, 0.255, -0.954, -0.261, -0.492, 0.218, 0.345, 0.307, 0.282, 0.272, 0.282]}

=====

{"formula": "C5H6N2O4S", "method": "wB97M-V/def2-TZVPD", "molar_mass_g_mol": 190.18, "de_lowest_kcal_mol": 0.0, "smiles": "CS(=O)(=O)c1cc(O)nc(O)n1", "gap_ev": 9.60, "total_energy_ha": -1002.762189, "lumo_energy_ev": -0.51, "total_charge": 0, "symbols": ["O", "O", "N", "N", "O", "O", "C", "C", "C", "C", "C", "S", "H", "H", "H", "H", "H", "H"], "xyz": [[2.874, 0.699, -0.798], [1.750, -0.453, -2.606], [-2.259, 0.836, 0.712], [-0.879, -0.717, -0.354], [-3.138, -1.061, 0.051], [-1.508, 2.688, 1.550], [-2.055, -0.319, 0.123], [-1.223, 1.611, 0.832], [0.222, 0.091, -0.324], [0.014, 1.318, 0.378], [2.362, -1.875, -0.409], [1.851, -0.293, -1.135], [-3.843, -0.505, 0.429], [-2.418, 2.495, 1.846], [0.885, 1.961, 0.527], [2.454, -1.764, 0.690], [3.323, -2.109, -0.861], [1.588, -2.603, -0.650]], "mulliken_charge": [-0.630, -0.624, -0.555, -0.557, -0.504, -0.529, 0.352, 0.590, 0.100, -0.136, -0.988, 1.171, 0.382, 0.385, 0.468, 0.341, 0.373, 0.358]}

=====

{"formula": "C26H35FN6OS5SbSiTc", "method": "wB97M-V/def2-TZVPD", "molar_mass_g_mol": 874.79, "de_lowest_kcal_mol": 105.8, "gap_ev": [5.03, 5.03], "total_energy_ha": -4116.202517, "lumo_energy_ev": [-8.41, -8.41], "total_charge": 2, "symbols": ["Tc", "C", "Si", "C", "C", "N", "C", "C", "C", "C", "C", "C", "F", "H", "H", "H", "H", "H", "H", "H", "H", "H", "H", "H", "H", "H", "S", "Sb", "S", "S", "S", "O", "S", "C", "C", "C", "C", "C", "C", "C", "C", "C", "C", "C", "C", "H", "H", "H", "H", "H", "H", "H", "H", "H", "H", "C", "C", "C", "C", "H", "H", "H", "H", "H", "H", "H", "H", "H", "N", "N", "N", "C", "N", "N", "H", "H", "H"], "xyz": [[-0.636, 0.240, 1.331], [2.748, 0.936, 1.146], [2.325, -0.846, 0.804], [3.685, -2.018, 1.301], [2.003, -1.194, -0.990], [0.644, -1.110, 1.779], [0.657, -1.873, 2.916], [1.820, -1.944, 3.741], [1.809, -2.574, 4.954], [0.638, -3.194, 5.415], [-0.523, -3.133, 4.681], [-0.515, -2.463, 3.472], [-1.635, -2.445, 2.789], [3.836, 1.030, 1.066], [2.471, 1.264, 2.149], [2.306, 1.624, 0.422], [4.360, -1.973, 0.439], [3.362, -3.055, 1.404], [4.263, -1.734, 2.178], [2.844, -0.755, -1.539], [1.087, -0.769, -1.375], [2.020, -2.269, -1.183], [2.702, -1.410, 3.439], [2.697, -2.576, 5.571], [0.638, -3.704, 6.369], [-1.447, -3.579, 5.023], [-2.627, 3.657, 3.925], [-2.795, 1.468, 4.003], [-0.563, 0.413, 3.559], [-2.787, 0.657, 1.607], [-3.946, 0.076, 5.237], [-0.350, 0.776, -0.695], [-1.289, 1.331, -1.805], [-0.266, 2.550, -2.588], [-0.927, 3.570, -3.259], [-0.167, 4.536, -3.905], [1.218, 4.471, -3.866], [1.860, 3.445, -3.182], [1.119, 2.469, -2.536], [-1.449, 0.151, -3.105], [-0.357, -0.391, -3.780], [-0.593, -1.252, -4.834], [-1.902, -1.532, -5.227], [-2.978, -0.961, -4.569], [-2.757, -0.116, -3.489], [-2.009, 3.619, -3.276], [-0.662, 5.342, -4.431], [1.803, 5.231, -4.367], [2.941, 3.409, -3.155], [1.602, 1.669, -1.988], [0.656, -0.127, -3.500], [0.237, -1.689, -5.372], [-2.076, -2.193, -6.066], [-3.990, -1.171, -4.889], [-3.589, 0.332, -2.957], [-0.350, -3.473, 0.015], [-1.166, -2.406, -0.693], [-2.350, -3.119, -1.397], [-1.856, -1.361, 0.152], [-0.039, -4.226, -0.712], [-0.941, -3.987, 0.775], [0.557, -3.095, 0.482], [-0.564, -1.933, -1.470], [-2.957, -3.659, -0.667], [-1.962, -3.845, -2.113], [-2.995, -2.428, -1.933], [-2.473, -1.806, 0.920], [-2.476, -0.720, -0.470], [1.089, 4.901, 3.263], [0.509, 4.070, 2.332], [0.037, 4.509, 1.185], [-0.406, 3.401, 0.630], [-0.201, 2.337, 1.426], [0.395, 2.805, 2.524], [0.738, 5.841, 3.096], [0.793, 4.580, 4.183], [-0.899, 3.402, -0.320]], "mulliken_charge": [-1.665, -0.917, 0.438, -1.375, -0.304, 1.557, -0.134, -0.754, -1.096, -0.487, -0.791, 1.156, -0.137, 0.529, 0.243, 0.078, 0.481, 0.389, 0.436, 0.646, -0.887, 0.569, 0.444, 0.480, 0.441, 0.575, -0.481, 0.745, -0.304, -0.340, -0.435, 0.959, -0.220, 0.367, -0.333, -0.816, -0.552, -0.981, 0.308, 0.961, 0.017, -0.956, -0.534, -0.791, -0.268, 0.506, 0.464, 0.439, 0.479, 0.229, 0.319, 0.486, 0.458, 0.460, 0.488, -1.790, 2.236, -1.764, -1.741, 0.482, 0.385, 0.100, -0.831, 0.461, 0.432, 0.395, 1.048, 1.145, -0.694, 0.876, -0.892, -1.170, 1.403, -0.349, 0.347, 0.300, 1.033]}

=====

| no. | largest force on an atom (Eh/bohr) |
| --- | --- |
| 1 | 0.04426 |
| 2 | 0.09353 |
| 3 | 0.02015 |